C2H6N2O | wB97M-V/def2-TZVPD

The geometry in XYZ format:
```
11
Properties=species:S:1:pos:R:3:forces:R:3:lowdin_charge:R:1
N 0.510 -1.083 -1.833 -0.866 0.261 1.465 0.0685
C 0.496 -1.210 -0.441 2.900 0.143 -1.633 -0.3981
O 0.700 -2.340 -0.015 -1.132 1.365 0.863 -0.0207
H 0.318 -2.053 -2.135 0.144 1.287 -1.083 0.1086
H 0.366 -0.165 -2.305 -0.184 -1.710 0.362 0.1062
H 0.691 -0.202 0.069 -0.887 -1.354 0.036 0.1235
C -0.429 2.674 1.144 0.109 -2.888 0.178 -0.1439
N -1.358 1.770 1.242 -0.511 3.165 0.487 -0.0151
H -0.258 3.186 0.193 0.466 -0.262 0.139 0.0519
H 0.331 2.532 1.956 -0.409 1.882 -0.443 0.0775
H -1.516 1.827 2.268 0.369 -1.890 -0.371 0.0416
```
Positions in Å, forces in eV/Å.

Its frontier orbital gap is 10.6 eV. The HOMO energy comes out at -10.06 eV. The energy is -264.47773 a.u. The energy relative to the best compared isomer or geometry (same formula, charge and spin) is 68.76 kcal/mol. The SMILES is NC=O.C=N. As for the maximum force: 0.065 Eh/bohr.